Record 1
The following is a DFT calculation (the ωB97M-V functional and the def2-TZVPD basis) of a gas-phase ion, C15H5O22S5 (charge -5) at a distorted geometry.

Structure (XYZ):
```
47
Properties=species:S:1:pos:R:3:forces:R:3
C -0.806656 1.740719 -2.158890 -2.3147 0.4450 -0.5107
C 2.646716 -1.044918 2.644235 0.0635 -4.1868 -1.1647
H -1.440553 2.602847 -4.047026 0.1971 -0.4466 -0.1712
O 3.757167 -0.508012 3.133625 2.4196 1.1553 1.7263
C 2.499315 -2.510181 2.686061 -0.7779 4.0228 -0.3417
O -4.413234 2.489775 0.570829 1.8074 -0.6657 -0.8740
C 0.733407 -0.920312 1.201231 0.5468 -5.7175 2.5813
C 0.520124 -2.384654 1.475167 -0.4490 2.3723 -0.5749
S -3.502294 1.721233 -5.905477 -0.0807 0.0166 -4.3375
O -3.031906 0.301107 0.351420 -1.2805 -0.1300 0.9759
C -1.685611 1.904802 -3.253160 -0.4199 -0.9415 0.4121
O 0.161760 -6.588258 1.360277 0.4000 1.8125 -0.1270
C 1.430201 -3.167232 2.174952 -1.5949 0.7923 -1.0680
O 1.104007 2.943102 -0.035835 1.2392 0.0797 0.6532
S -4.468188 1.044323 0.824692 -4.5188 3.3736 1.8462
O 2.553309 -6.409414 1.474707 -1.8171 2.1446 -0.8253
C 1.873592 1.119365 1.538578 2.2009 3.0144 1.1450
O -0.345140 -0.345117 0.668617 0.6273 1.3809 -1.0353
C 1.892693 -0.292394 1.751346 -3.4926 -0.8317 -1.0120
O -5.639210 0.522212 0.096954 1.6343 -1.3644 -0.4252
C -2.532019 0.673862 -0.863357 0.4046 1.8830 -1.4803
S 2.549202 3.344477 -0.837923 2.1572 0.9834 -7.7958
H -0.429858 -2.848141 1.235830 -0.0083 0.3041 -0.4403
S 4.419799 -0.792300 4.653497 1.6285 -0.9218 5.4697
O 2.628375 1.814662 2.270845 -2.0996 -0.3080 -2.2964
O 5.593182 -1.693102 4.621028 -0.8878 0.2647 -2.2360
O -4.722106 0.914774 2.280229 1.9538 -1.6994 -1.0125
C -0.150999 0.896076 0.090547 -0.0206 1.2889 -0.3746
O 3.380828 -1.431954 5.483192 -0.3290 0.7242 -1.6514
O 4.920010 0.442633 5.343187 -1.5684 -0.4035 -2.6037
O 1.277321 -4.934776 -0.148394 -0.0050 -0.4620 2.0534
O -4.808939 1.641308 -6.556289 -0.8372 -0.1129 1.5057
O 3.437335 2.251961 -1.311783 -0.6096 -0.9837 3.7575
H 0.107866 2.237506 -2.203188 1.6349 0.6193 -0.1937
C -2.936726 1.223782 -3.243970 1.5692 2.5172 0.8012
H 3.192350 -3.084088 3.126505 2.7207 -1.5409 1.9635
C 0.934335 1.675111 0.413254 0.3112 -2.2910 1.9678
S 1.284608 -5.646868 1.141430 1.6521 -3.0902 0.1879
C -3.364597 0.760889 -2.003649 0.8535 -1.4799 -0.0850
O 1.992899 3.746806 -2.128879 -2.8223 0.4665 -0.3809
O -2.985472 3.104253 -6.182790 0.1409 -2.1079 2.2677
O 3.276343 4.541982 -0.451057 -0.1696 -0.3445 3.6206
C -1.206359 1.206636 -0.935617 -0.2290 -1.6836 0.0263
O 1.180426 -4.525362 2.440450 0.2210 0.4405 -1.4511
O -2.681072 0.633167 -6.524867 -0.0531 1.4539 2.5083
H -4.303622 0.266766 -2.019051 -0.9197 -0.0413 0.5448
O -3.892612 1.360948 -4.241483 0.9216 0.1991 -1.5453
```
Forces are in eV/Å.

The calculation puts the HOMO energy at 2.45 eV. The LUMO energy is 9.0 eV. As for the total charge: -5. For the total energy, the calculation gives -4220.502294 a.u.

Per-atom Löwdin charges, elementary charge units: number 1, C, carries 0.016; number 2, C, carries -0.203; number 3, H, carries 0.102; number 4, O, carries -0.138; number 5, C, carries 0.079; number 6, O, carries -0.367; number 7, C, carries -0.117; number 8, C, carries 0.093; number 9, S, carries 0.497; number 10, O, carries -0.153; number 11, C, carries 0.018; number 12, O, carries -0.410; number 13, C, carries -0.319; number 14, O, carries -0.144; number 15, S, carries 0.463; number 16, O, carries -0.434; number 17, C, carries -0.227; number 18, O, carries 0.087; number 19, C, carries -0.023; number 20, O, carries -0.387; number 21, C, carries -0.235; number 22, S, carries 0.465; number 23, H, carries 0.122; number 24, S, carries 0.491; number 25, O, carries 0.058; number 26, O, carries -0.402; number 27, O, carries -0.392; number 28, C, carries -0.067; number 29, O, carries -0.376; number 30, O, carries -0.400; number 31, O, carries -0.349; number 32, O, carries -0.414; number 33, O, carries -0.352; number 34, H, carries 0.074; number 35, C, carries -0.269; number 36, H, carries 0.085; number 37, C, carries -0.155; number 38, S, carries 0.498; number 39, C, carries 0.046; number 40, O, carries -0.416; number 41, O, carries -0.399; number 42, O, carries -0.360; number 43, C, carries -0.039; number 44, O, carries -0.181; number 45, O, carries -0.397; number 46, H, carries 0.106; number 47, O, carries -0.174

Record 2
The following is a DFT calculation (the ωB97M-V functional and the def2-TZVPD basis) of 5 unconnected molecules or ions with the total composition C14H30N8O6.

Structure (XYZ):
```
58
Properties=species:S:1:pos:R:3:forces:R:3
H 1.986164 -2.791950 0.455736 0.0936 0.1050 0.2310
O 0.397310 -0.701036 -1.872766 -0.0579 -0.0120 -0.0151
H -2.035428 4.305211 -4.929398 -0.0054 -0.0060 -0.0053
H 2.731126 -5.944802 0.832364 0.0292 -0.1643 -0.1822
H -3.844049 -4.774924 1.370008 0.0121 -0.0083 -0.0121
N -1.771457 7.596816 1.668417 0.0344 -0.0084 -0.0014
C -2.483628 -3.460929 0.626353 0.0026 0.0530 0.1465
C 1.811128 -0.276278 0.103283 0.8990 -0.1643 0.3827
C 4.019396 -4.217678 1.047160 0.2487 -0.4593 0.0765
H 4.801647 -3.012764 -0.583395 0.0055 -0.0683 -0.1063
H -4.190825 1.302620 -3.312805 -0.0037 0.0128 -0.0662
N -2.399122 -2.320771 -0.120570 0.1871 0.0369 -0.0029
C 1.323502 -1.001555 -1.171655 0.1449 -0.0538 0.0270
O 0.229524 2.763906 -0.567793 0.0445 0.0025 0.0081
H -1.571706 3.652923 -3.393928 -0.0058 -0.0256 0.0033
O -2.976492 5.941114 0.699400 0.0528 -0.0127 0.0937
O -4.001313 2.819978 -5.271305 -0.0010 0.0048 0.0089
H -1.672608 8.316496 2.358304 -0.0136 -0.0020 0.0049
C 3.851007 -3.461940 -0.283220 -0.2047 0.4882 -0.2947
H 1.922901 0.793889 -0.067694 -0.2992 0.0277 -0.1699
C 2.790082 -2.381947 -0.161621 -0.0985 -0.2772 -0.0487
C -3.257769 2.808992 -4.306085 0.0417 0.0161 0.0133
H 4.234422 -6.269699 1.708082 -0.0672 -0.1194 -0.0327
H 3.256093 -3.889104 1.758699 -0.0291 0.1761 -0.0858
H -4.570898 -3.511127 0.440614 0.0125 -0.0019 -0.0255
H -1.559705 4.260230 0.342565 -0.1527 0.0906 -0.0464
H -3.827077 7.778385 3.147837 0.0110 0.0109 -0.0113
H -3.189034 -1.840139 -0.504614 -0.0384 -0.0828 -0.0240
H 5.576596 -2.868179 1.746690 0.1124 -0.0237 -0.1231
H -0.019030 -1.378768 3.116544 -0.3202 0.1574 -0.0862
H 5.351027 -4.289798 2.736245 0.1517 -0.1279 -0.0538
H -2.819981 3.097844 0.267449 -0.0239 0.0360 -0.0310
C 3.187386 -0.990241 0.282593 -0.7026 0.0473 -0.3946
H -0.769980 0.538221 -1.104678 0.0707 0.0644 -0.1237
H -2.812765 1.924124 -2.460940 0.1275 -0.0375 -0.1010
C -0.942228 2.457958 -0.388441 0.0215 -0.1103 0.0882
O -1.501312 -4.004154 1.102382 -0.0369 0.0104 -0.0542
H -4.711020 6.508881 2.375917 0.0018 0.0019 -0.0125
O 2.111661 -2.061511 -1.429464 -0.1967 -0.0514 0.2872
N -3.750468 -3.940897 0.822026 -0.0350 -0.0385 0.0181
N -1.854060 3.324721 0.127878 0.1389 -0.1121 -0.0200
H 3.535060 -4.131784 -1.084896 0.0268 -0.0665 0.0484
N -1.414501 1.213630 -0.714913 -0.2399 0.0970 -0.1106
C 0.991208 -0.551198 1.282530 -0.4695 -0.1569 -0.3114
C -2.881717 6.812541 1.550981 -0.0070 0.0296 -0.0381
H 3.628443 -0.919222 1.271442 -0.0188 0.0858 0.0189
N -3.422943 1.943933 -3.258434 -0.1084 -0.0034 0.1012
N -3.881064 7.066986 2.444584 -0.0253 -0.0190 0.0194
C 5.376684 -3.941459 1.701601 -0.3708 0.1188 0.1797
C 3.800091 -5.734681 0.862632 0.0677 0.5765 0.2277
N -2.192864 3.656427 -4.182201 0.0179 0.0383 -0.0041
H -1.023695 7.436738 1.019467 -0.0096 0.0023 -0.0051
H 4.275745 -6.074752 -0.056972 -0.0001 -0.1266 0.0153
H 6.186987 -4.447273 1.175686 0.0530 0.0674 -0.0356
C 0.350399 -0.940493 2.219283 0.4915 -0.1144 0.1094
H -1.477820 -1.943489 -0.257617 -0.0235 0.0461 -0.0482
H -2.367459 0.940117 -0.564256 0.0203 0.0364 0.2448
H 3.822513 -0.593705 -0.511883 0.4439 0.0141 0.3296
```
Forces are in eV/Å.

The calculation puts the HOMO energy at -9.51 eV. The LUMO energy is 0.4 eV. For the total energy, the calculation gives -1441.056926 a.u. Its SMILES is C#C[C@H]1C[C@H](CC(C)C)OC1=O.NC(N)=O.NC(N)=O.NC(N)=O.NC(N)=O.

Per-atom Löwdin charges, elementary charge units: number 1, H, carries 0.148; number 2, O, carries 0.114; number 3, H, carries 0.100; number 4, H, carries 0.080; number 5, H, carries 0.100; number 6, N, carries 0.155; number 7, C, carries -0.685; number 8, C, carries -0.192; number 9, C, carries -0.418; number 10, H, carries 0.123; number 11, H, carries 0.097; number 12, N, carries 0.161; number 13, C, carries -0.425; number 14, O, carries 0.012; number 15, H, carries 0.090; number 16, O, carries 0.011; number 17, O, carries 0.018; number 18, H, carries 0.094; number 19, C, carries -0.104; number 20, H, carries 0.143; number 21, C, carries -0.282; number 22, C, carries -0.687; number 23, H, carries 0.073; number 24, H, carries 0.128; number 25, H, carries 0.089; number 26, H, carries 0.072; number 27, H, carries 0.094; number 28, H, carries 0.089; number 29, H, carries 0.071; number 30, H, carries 0.039; number 31, H, carries 0.077; number 32, H, carries 0.093; number 33, C, carries -0.059; number 34, H, carries 0.051; number 35, H, carries 0.046; number 36, C, carries -0.680; number 37, O, carries 0.017; number 38, H, carries 0.104; number 39, O, carries 0.075; number 40, N, carries 0.145; number 41, N, carries 0.163; number 42, H, carries 0.122; number 43, N, carries 0.152; number 44, C, carries -0.095; number 45, C, carries -0.668; number 46, H, carries 0.132; number 47, N, carries 0.151; number 48, N, carries 0.152; number 49, C, carries -0.081; number 50, C, carries -0.069; number 51, N, carries 0.155; number 52, H, carries 0.106; number 53, H, carries 0.078; number 54, H, carries 0.083; number 55, C, carries 0.143; number 56, H, carries 0.076; number 57, H, carries 0.086; number 58, H, carries 0.136

What did we get for energy relative to the best compared isomer or geometry (same formula, charge and spin)? Answer: 3.8 0.0 kcal per mole, in the order shown.